Record 1
16
Properties=species:S:1:pos:R:3:lowdin_charge:R:1 method="wB97M-V/def2-TZVPD" charge=0 gap_ev=12.1 smiles=CC.CC lumo_energy_ev=1.066 total_energy_ha=-159.534865 homo_ha=-0.407
C 1.825 1.307 -0.931 -0.1885
C 1.638 0.339 -2.074 -0.1967
H 0.817 1.857 -0.900 0.0868
H 1.931 0.646 -0.067 0.0437
H 2.680 1.983 -0.740 0.0675
H 1.728 -0.712 -1.805 0.0596
H 2.406 0.557 -2.848 0.0669
H 0.722 0.467 -2.656 0.0597
C -1.363 -0.211 1.708 -0.1970
C -2.109 -1.466 1.294 -0.1558
H -0.326 -0.018 1.321 0.0536
H -1.697 0.768 1.310 0.0592
H -1.267 0.192 2.737 0.0629
H -3.187 -1.325 1.383 0.0641
H -2.085 -2.352 1.902 0.0518
H -1.678 -1.680 0.325 0.0622


Record 2
52
Properties=species:S:1:pos:R:3:lowdin_charge:R:1 method="wB97M-V/def2-TZVPD" charge=+1 gap_ev=6.9 lumo_energy_ev=-4.282 total_energy_ha=-1150.936410 homo_ha=-0.409
C 0.365 1.838 0.081 -0.1474
C 0.194 3.461 0.446 -0.2396
C -1.052 4.052 -0.443 -0.2190
C -2.460 4.247 0.434 -0.2140
C -2.659 3.119 1.607 -0.2134
C -4.213 2.859 2.065 -0.1528
C -5.188 2.544 0.769 -0.0961
C -6.065 3.806 0.174 0.0464
N -6.786 3.185 -1.009 0.0412
C -6.384 1.721 -1.086 0.0298
N -5.398 1.264 -0.015 0.1194
H -0.443 1.470 -0.698 0.0706
H 0.237 1.191 1.056 0.0750
H 1.417 1.640 -0.430 0.0760
H 1.207 3.958 0.058 0.1138
H 0.095 3.637 1.609 0.1067
H -0.807 5.098 -0.958 0.1165
H -1.360 3.339 -1.349 0.1088
H -3.320 4.273 -0.375 0.0904
H -2.506 5.310 0.972 0.1232
H -2.079 3.532 2.565 0.1321
H -2.189 2.071 1.375 0.1106
H -4.204 1.853 2.706 0.1279
H -4.649 3.701 2.786 0.1392
H -6.079 4.894 0.612 0.1499
H -7.420 3.756 -1.634 0.1733
H -6.823 1.038 -1.931 0.1583
H -4.945 0.337 0.146 0.1740
C 5.149 -0.705 -2.328 -0.0561
C 6.108 -1.712 -2.434 -0.0516
C 5.871 -2.964 -1.864 0.0115
C 4.676 -3.207 -1.176 -0.0843
C 3.728 -2.192 -1.050 -0.0860
C 3.960 -0.942 -1.637 0.0033
C 2.486 -2.421 -0.284 -0.2779
O 1.651 -1.532 -0.175 0.0763
C 2.269 -3.734 0.357 -0.0873
C 1.123 -3.946 1.134 -0.0004
C 0.903 -5.189 1.732 -0.0600
C 1.820 -6.224 1.548 -0.0538
C 2.966 -6.013 0.779 0.0119
C 3.195 -4.763 0.190 -0.0833
C 4.427 -4.540 -0.592 -0.2759
O 5.235 -5.447 -0.750 0.1040
H 5.329 0.268 -2.780 0.1084
H 7.040 -1.523 -2.962 0.1107
H 6.622 -3.747 -1.955 0.1244
H 3.218 -0.149 -1.554 0.1086
H 0.400 -3.145 1.280 0.1158
H 0.015 -5.350 2.340 0.1064
H 1.646 -7.194 2.008 0.1103
H 3.679 -6.824 0.644 0.1244